Computed, not measured: a cluster of 7 separate species, C10H32IN8O6 in total in a non-equilibrium geometry, with the ωB97M-V functional and the def2-TZVPD basis.

Results
HOMO = -6.8 eV
E_tot = -1587.62255 hartree
total charge = -1
Kohn-Sham gap = 9.4380 eV

Structure (XYZ):
```
57
Properties=species:S:1:pos:R:3:forces:R:3
I 0.2333 -0.5834 -0.5103 -0.31 0.23 -0.07
C 4.7255 1.5466 2.7103 -0.12 0.63 0.32
C 3.5887 0.5495 2.7007 -0.07 -0.87 -0.75
C 2.2241 1.0849 3.0084 -0.74 1.37 0.68
O 3.5109 0.0109 1.3665 0.29 0.00 0.32
H 4.7258 2.1363 1.7936 0.01 -0.19 -0.14
H 5.6911 1.0586 2.8429 -0.04 0.00 -0.17
H 4.6029 2.2734 3.5132 0.04 -0.07 0.28
H 3.8348 -0.2701 3.3758 -0.02 -0.16 0.17
H 2.0937 1.5150 4.0014 0.44 -0.01 0.28
H 1.3779 0.4021 2.9324 0.35 -0.48 -0.33
H 2.0061 1.9166 2.3384 -0.06 0.05 -0.26
H 2.5707 -0.0074 1.1733 -0.13 -0.31 -0.49
C -2.1402 3.9082 1.6746 -0.31 1.23 -1.08
C -1.3323 3.1205 0.6958 0.44 -1.39 -0.02
C -0.0533 3.7102 0.1252 0.38 0.06 0.07
O -1.0941 1.9463 1.4271 0.93 -1.08 0.84
H -3.1628 3.5310 1.6844 -0.03 0.27 0.06
H -2.0676 4.9317 1.3067 -0.66 0.39 0.44
H -1.7401 3.8503 2.6869 0.26 -0.10 -0.20
H -1.8214 2.6527 -0.1587 -1.10 1.32 -0.57
H -0.2368 4.4684 -0.6361 -0.19 0.24 0.15
H 0.4983 2.9248 -0.3916 -0.04 -0.21 0.00
H 0.6340 4.0956 0.8783 -0.14 0.18 0.18
H -0.8061 1.3214 0.7576 0.44 -0.80 0.27
C -1.5694 1.6484 -4.0183 -0.60 0.05 0.52
O -2.0828 2.4917 -4.6862 -1.97 1.56 -2.69
N -1.8691 0.3870 -3.8722 -1.52 -3.25 -1.09
N -0.6558 1.9829 -3.1594 3.16 1.94 2.09
H -2.6378 0.0210 -4.4155 0.41 -0.38 0.24
H -1.2207 -0.1642 -3.3284 -0.63 -0.51 -0.26
H -0.4540 1.3287 -2.4169 0.32 0.74 0.42
H -0.7202 2.9877 -3.0790 0.85 -0.14 0.84
C 2.1144 -3.5168 1.9037 1.47 -3.39 2.89
O 2.8096 -4.3685 2.4577 0.80 0.03 0.17
N 1.3184 -2.7235 2.5694 -2.54 3.01 1.81
N 1.9392 -3.4469 0.6329 -0.02 0.25 -4.66
H 0.6593 -2.2052 2.0063 -0.09 0.24 0.46
H 1.1393 -2.7627 3.5626 0.45 -0.33 -0.42
H 1.3696 -2.6939 0.2743 0.29 -0.16 -0.42
H 2.5508 -3.9461 0.0029 -0.18 0.13 0.30
C -4.1379 -0.5965 -1.4450 -1.60 0.49 1.37
O -5.2242 -0.6270 -1.9857 -0.51 -0.54 -1.11
N -3.4233 -1.6564 -1.0644 0.76 -3.04 -0.45
N -3.6737 0.5008 -0.8692 1.37 2.68 0.74
H -3.8586 -2.5591 -1.1899 0.24 0.21 -0.19
H -2.4914 -1.6300 -0.6761 -0.16 0.31 0.02
H -2.8149 0.4411 -0.3410 -0.20 0.30 0.01
H -4.2059 1.3587 -0.8405 0.17 -0.36 -0.33
C 0.0652 -4.5229 -2.3911 -2.32 4.70 1.72
O 0.3784 -5.5745 -2.6509 3.55 -9.67 -2.63
N -1.1031 -4.2803 -1.8308 -3.68 0.85 1.66
N 0.7366 -3.4245 -2.5707 2.44 3.37 -0.81
H -1.5446 -5.0430 -1.3375 -0.09 0.41 -0.25
H -1.4062 -3.3214 -1.7370 -0.28 -0.42 0.35
H 0.4450 -2.6821 -1.9511 0.73 0.46 -0.33
H 1.7047 -3.4965 -2.8497 -0.26 0.15 0.07
```
Forces are in eV/Å.

***

Computed, not measured: a structure of composition C10H32InO10Y2 in a non-equilibrium geometry, with the ωB97M-V functional and the def2-TZVPD basis.

Results
HOMO = -21.8 eV
E_tot = -1417.04287 hartree
total charge = +5
Kohn-Sham gap = 1.7371 eV

Structure (XYZ):
```
55
Properties=species:S:1:pos:R:3:forces:R:3
In -5.3885 -26.1029 -7.8802 0.10 0.22 0.30
Y -10.0221 -25.9546 -8.7588 -1.20 0.59 2.87
Y -12.5812 -23.3410 -9.9724 2.06 -1.49 2.32
O -8.3771 -25.0446 -7.4571 -1.67 -0.55 -2.12
C -8.9650 -23.9708 -6.7502 -0.47 -0.98 1.02
C -9.7965 -23.0074 -7.5744 1.24 1.44 -1.43
O -10.7402 -23.6111 -8.4852 -1.17 -1.27 -1.01
H -8.1886 -23.3965 -6.2298 -0.07 0.16 -0.13
H -9.5847 -24.4309 -5.9501 -0.03 0.32 -0.11
H -9.0759 -22.4542 -8.2077 -0.06 -0.24 -0.01
H -10.2156 -22.1838 -6.9879 -0.50 -0.53 0.31
O -12.3834 -25.5711 -9.5530 1.08 1.27 -0.44
C -13.3030 -26.2975 -8.6765 -1.49 1.89 -0.23
C -12.7199 -27.1047 -7.5352 0.45 -1.06 -0.29
O -11.3688 -26.9674 -7.3081 1.31 1.64 -1.39
H -14.0820 -26.8395 -9.2211 0.57 -0.36 -0.41
H -13.9338 -25.4763 -8.2588 0.15 -0.23 0.43
H -12.8338 -28.1961 -7.7571 -0.40 0.18 0.11
H -13.3403 -26.9386 -6.6396 0.21 -0.11 0.12
C -5.7065 -21.6990 -3.7019 -0.16 -0.75 0.32
O -4.9902 -21.9018 -2.5469 0.15 0.02 -0.24
H -5.4415 -22.3792 -4.5096 0.20 0.19 -0.13
H -6.7698 -21.9010 -3.4080 0.00 0.67 -0.23
H -5.6195 -20.6298 -4.0072 -0.35 0.05 0.02
H -4.2619 -22.5263 -2.6971 0.24 0.07 0.35
C -6.4414 -25.3287 -3.9597 -1.34 0.11 0.25
O -5.4399 -25.3553 -4.9729 -0.25 0.34 0.01
H -6.4433 -26.1943 -3.2959 0.46 -0.04 -0.10
H -6.4459 -24.4169 -3.3540 0.58 -0.09 0.04
H -7.4427 -25.3021 -4.4107 0.26 -0.26 -0.39
H -4.7034 -24.8361 -4.6395 0.36 -0.30 -0.09
C -4.4207 -22.8023 -10.0985 0.67 0.40 -1.07
O -5.5458 -23.4049 -9.4711 0.03 -0.65 0.39
H -3.4784 -23.2414 -9.7779 -0.24 0.01 0.75
H -4.3417 -22.9380 -11.1849 -0.70 -0.09 0.05
H -4.4288 -21.7200 -9.9346 0.14 -0.03 0.16
H -6.3533 -23.2160 -9.9575 0.22 0.14 -0.22
C -10.2269 -23.4496 -3.1663 -0.26 0.42 0.40
O -10.7283 -23.0138 -1.9615 0.02 -0.04 0.12
H -10.8366 -24.3168 -3.5329 0.37 -0.08 0.07
H -10.3791 -22.6192 -3.8539 0.19 -0.10 -0.18
H -9.1679 -23.7664 -3.0561 -0.21 -0.18 -0.24
H -10.4993 -23.6055 -1.2221 -0.09 -0.01 0.09
C -5.4104 -19.9116 -8.0982 -0.66 0.27 -0.92
O -5.0611 -20.5869 -6.9413 0.52 -0.01 0.19
H -6.2390 -20.4252 -8.5850 -0.05 -0.07 0.22
H -5.7392 -18.8682 -7.9075 0.17 0.00 0.14
H -4.5908 -19.8146 -8.8296 0.21 0.05 0.28
H -4.1777 -20.2620 -6.6970 -0.02 -0.09 0.28
C -11.5051 -20.1174 -9.0390 -0.50 -0.17 -0.02
O -11.6541 -21.0938 -10.1500 -0.14 -0.99 0.11
H -12.0010 -19.1976 -9.3331 0.16 0.11 -0.05
H -12.0260 -20.5308 -8.1775 0.05 -0.04 0.04
H -10.4494 -19.9989 -8.8306 0.05 0.14 0.02
H -10.9995 -20.8392 -10.8157 -0.22 0.09 -0.28
```
Forces are in eV/Å.

***

Computed, not measured: a cluster of 5 separate species, C10H32NO8 in total in a non-equilibrium geometry, with the ωB97M-V functional and the def2-TZVPD basis.

Results
HOMO = -12.6 eV
E_tot = -1056.60918 hartree
total charge = +1
Kohn-Sham gap = 10.4749 eV

Structure (XYZ):
```
51
Properties=species:S:1:pos:R:3:forces:R:3
O -0.1748 -1.0504 0.6841 -0.23 0.45 -0.27
H -1.1105 -0.7242 0.5480 0.25 -0.73 -0.22
H 0.4489 -0.2198 0.7789 0.58 0.18 0.57
H 0.1327 -1.6376 -0.0630 -0.21 0.48 0.11
C 2.8059 0.7533 -0.8330 -0.29 -0.15 -0.61
C 2.9200 0.3856 0.6303 0.22 1.15 0.21
C 4.1200 1.0884 1.2676 0.18 -0.31 -0.11
O 4.1252 0.7520 2.6336 -0.25 -0.08 -0.12
C 5.1232 1.3796 3.3971 0.29 0.29 0.78
N 1.6641 0.7933 1.3291 0.48 -0.05 0.00
H 3.6851 0.4628 -1.4102 -0.08 -0.23 0.07
H 2.6687 1.8189 -1.0378 0.10 0.10 0.51
H 1.9062 0.2966 -1.2561 0.17 -0.19 -0.11
H 3.0909 -0.6813 0.7813 -0.29 -0.09 -0.10
H 4.0820 2.1791 1.1368 -0.13 -0.02 -0.08
H 5.0288 0.7131 0.7735 0.03 0.15 0.08
H 4.9253 2.4371 3.6163 -0.21 0.01 -0.41
H 6.1180 1.3130 2.9489 -0.05 -0.17 -0.11
H 5.1313 0.8932 4.3734 0.10 -0.16 -0.16
H 1.5518 1.7912 1.1401 -0.30 -0.16 -0.26
H 1.9310 0.7993 2.3194 -0.43 -0.38 -0.05
C -1.4318 1.8972 -2.2751 0.06 0.03 1.11
C -2.4689 0.9292 -2.8399 0.13 0.51 0.22
O -3.6951 0.9634 -2.0898 0.24 0.16 -0.17
O -1.1595 1.7442 -0.8726 -0.17 -0.39 -0.35
H -1.7212 2.9376 -2.4483 -0.16 -0.08 -0.19
H -0.4676 1.7314 -2.7533 -0.12 -0.06 -0.33
H -2.1030 -0.0978 -2.8251 0.18 0.00 -0.22
H -2.6660 1.3059 -3.8461 0.06 -0.44 -0.20
H -4.3945 0.6386 -2.6639 -0.10 0.07 0.12
H -1.9639 1.9969 -0.3765 0.30 0.04 0.05
C -1.0898 -3.6623 -1.0388 0.26 -0.26 -0.02
C 0.0576 -3.3661 -1.9828 0.04 -0.97 -0.54
O 0.6024 -2.0705 -1.7693 -0.43 0.08 0.32
O -0.6280 -3.8896 0.2877 -0.10 0.14 -0.13
H -1.6089 -4.5428 -1.4250 -0.04 -0.02 -0.01
H -1.8249 -2.8579 -0.9979 0.10 0.15 -0.01
H -0.2727 -3.5437 -3.0131 -0.12 0.57 -0.02
H 0.8294 -4.1322 -1.8372 0.04 0.09 0.24
H 1.2814 -1.8762 -2.4216 0.06 -0.03 0.06
H -0.2231 -4.7637 0.3034 0.03 0.06 0.16
C -2.9797 0.2621 1.8321 -0.42 -0.10 -0.38
C -3.9806 1.3580 1.4799 0.73 0.49 -0.37
O -3.5736 2.1377 0.3622 0.06 0.03 -0.04
O -2.8848 -0.7584 0.7911 -0.50 0.82 0.91
H -3.3018 -0.1910 2.7739 0.22 -0.10 0.01
H -1.9759 0.6694 1.9450 -0.06 0.16 0.08
H -3.9990 2.0645 2.3110 -0.16 -0.13 0.14
H -4.9962 0.9876 1.3222 0.02 -0.26 0.10
H -3.7500 1.6961 -0.4917 -0.39 -0.19 0.29
H -3.7842 -1.1111 0.8006 0.33 -0.48 -0.55
```
Forces are in eV/Å.